Entry 1:
The ion C15H21N2O3S with charge +1. Source: the OMol25 dataset; level of theory: ωB97M-V/def2-TZVPD.

Structure (ORCA input):
```
! wB97M-V def2-TZVPD RIJCOSX def2/J DEFGRID3
* xyz 1 1
C 2.199 1.163 -5.962
C 1.552 0.122 -5.058
C 0.027 0.173 -5.165
O -0.608 -0.823 -4.381
C -0.757 -0.667 -3.057
C -0.374 0.452 -2.315
C -0.608 0.499 -0.954
C -1.217 -0.568 -0.313
N -1.469 -0.511 1.090
C -2.723 -0.866 1.645
O -3.673 -1.184 1.007
C -2.593 -0.758 3.150
C -1.221 -0.145 3.384
S -0.148 -1.126 4.520
C 0.596 0.176 5.570
C 1.508 1.137 4.811
N 2.269 0.420 3.763
C -0.578 -0.123 2.010
O 0.598 0.180 1.799
C -1.602 -1.692 -1.037
C -1.373 -1.736 -2.391
H 1.922 0.993 -6.999
H 3.281 1.110 -5.883
H 1.882 2.166 -5.683
H 1.856 0.287 -4.022
H 1.885 -0.877 -5.344
H -0.351 1.170 -4.908
H -0.277 -0.055 -6.190
H 0.096 1.300 -2.786
H -0.318 1.375 -0.394
H -3.414 -0.167 3.555
H -2.672 -1.761 3.576
H -1.276 0.862 3.799
H -0.193 0.719 6.087
H 1.160 -0.395 6.307
H 2.189 1.611 5.522
H 0.928 1.922 4.321
H 3.064 0.968 3.428
H 2.599 -0.486 4.107
H 1.582 0.251 2.906
H -2.080 -2.522 -0.542
H -1.666 -2.595 -2.973
*
```

Its energy relative to the best compared isomer or geometry (same formula, charge and spin) is 0.040 eV. For the lowest unoccupied orbital energy, the calculation gives -2.789 eV. For the HOMO energy, the calculation gives -10.877 eV. For the frontier orbital gap, the calculation gives 8.088 eV. The SMILES is CCCOc1ccc(N2C(=O)C[C@@H](SCC[NH3+])C2=O)cc1. Its total energy is -1317.4141 a.u.

=====

Entry 2:
A cluster of 2 separate species, C5H13NO2 in total in a non-equilibrium geometry. Source: the OMol25 dataset; level of theory: ωB97M-V/def2-TZVPD.

Structure (ORCA input):
```
! wB97M-V def2-TZVPD RIJCOSX def2/J DEFGRID3
* xyz -1 2
C -1.853 0.192 1.587
N -1.424 -0.118 0.197
C -0.005 -0.397 0.064
C 0.185 -0.927 -1.305
C 0.494 -1.965 0.216
C 1.371 -0.545 -2.141
O 0.846 0.367 0.733
H -1.236 0.960 2.049
H -2.882 0.569 1.517
H -1.948 -0.737 2.153
H -1.633 0.767 -0.247
H -0.695 -1.404 -1.707
H -0.328 -2.659 0.416
H 0.932 -1.892 1.261
H 1.390 -2.412 -0.282
H 1.042 -0.317 -3.152
H 1.785 0.380 -1.716
H 2.223 -1.223 -1.973
H 0.656 3.498 0.884
H 0.520 1.955 0.540
O 0.222 2.897 0.280
*
```

Its energy relative to the best compared isomer or geometry (same formula, charge and spin) is 3.313 eV. For the lowest unoccupied orbital energy (spin up / spin down), the calculation gives 4.103 / 4.055 eV. For the HOMO energy (spin up / spin down), the calculation gives -0.662 / -3.495 eV. For the frontier orbital gap (spin up / spin down), the calculation gives 4.765 / 7.550 eV. Its expectation value of S² is 0.755. Its total energy is -403.4201 a.u.

=====

Entry 3:
An isolated molecule of C21H23N3O3. Source: the OMol25 dataset; level of theory: ωB97M-V/def2-TZVPD.

Structure (ORCA input):
```
! wB97M-V def2-TZVPD RIJCOSX def2/J DEFGRID3
* xyz 0 1
O 3.940 1.907 -2.075
C 3.191 1.552 -1.206
C 1.685 1.433 -1.264
C 1.281 0.773 0.061
N 0.231 1.459 0.772
C -1.108 1.143 0.560
C -2.048 1.442 1.547
C -3.390 1.212 1.345
C -3.863 0.647 0.155
N -5.238 0.486 -0.027
C -6.022 -0.138 1.023
C -6.065 -1.660 0.823
O -6.588 -2.000 -0.443
C -5.824 -1.420 -1.479
C -5.769 0.105 -1.319
C -2.918 0.353 -0.828
C -1.571 0.603 -0.633
C 2.564 0.807 0.888
O 2.662 0.563 2.063
N 3.590 1.195 0.068
C 4.978 1.235 0.503
C 5.630 -0.105 0.284
C 6.209 -0.407 -0.941
C 6.775 -1.652 -1.156
C 6.762 -2.603 -0.149
C 6.177 -2.309 1.071
C 5.610 -1.065 1.287
H 1.390 0.873 -2.151
H 1.251 2.431 -1.339
H 1.027 -0.289 -0.099
H 0.453 1.609 1.748
H -1.715 1.874 2.480
H -4.085 1.490 2.122
H -5.604 0.085 2.002
H -7.041 0.261 0.969
H -6.720 -2.132 1.557
H -5.046 -2.066 0.928
H -6.315 -1.701 -2.412
H -4.805 -1.838 -1.463
H -5.186 0.564 -2.117
H -6.793 0.493 -1.372
H -3.216 -0.081 -1.770
H -0.882 0.366 -1.429
H 5.477 2.010 -0.084
H 4.979 1.499 1.563
H 6.210 0.335 -1.726
H 7.227 -1.879 -2.110
H 7.205 -3.573 -0.317
H 6.162 -3.051 1.856
H 5.146 -0.837 2.235
*
```

Its energy relative to the best compared isomer or geometry (same formula, charge and spin) is 1.970 eV. For the lowest unoccupied orbital energy, the calculation gives 0.725 eV. For the HOMO energy, the calculation gives -7.208 eV. For the frontier orbital gap, the calculation gives 7.932 eV. The SMILES is O=C1C[C@H](Nc2ccc(N3CCOCC3)cc2)C(=O)N1Cc1ccccc1. Its total energy is -1204.0504 a.u.